Here is 11 unconnected molecules or ions with the total composition C44H61N11 at a distorted geometry from the Open Molecules 2025 dataset. Energies are from the ωB97M-V functional and the def2-TZVPD basis.

XYZ file:
```
116
C44H61N11 the ωB97M-V functional and the def2-TZVPD basis
C -36.62 -9.60 -8.17
C -38.29 -14.25 -3.17
H -33.29 -17.58 0.33
N -38.68 -15.84 -4.71
C -42.16 -17.91 -6.77
H -38.88 -16.74 -5.12
H -40.29 -12.02 -1.58
C -39.81 -12.16 1.78
C -33.25 -14.64 -1.16
H -40.11 -20.52 -2.15
N -41.30 -13.07 -3.10
H -38.58 -14.48 -6.40
C -38.25 -10.42 -2.74
C -32.62 -15.51 -0.35
H -37.20 -11.84 -1.35
C -39.20 -22.25 -3.15
H -36.66 -19.52 0.49
H -41.92 -17.41 -4.57
C -37.66 -21.99 -3.02
C -36.78 -9.36 -9.53
H -41.69 -11.49 2.61
C -36.86 -8.68 -2.33
H -41.10 -19.31 -8.03
H -37.25 -21.51 -3.91
N -34.62 -16.32 -0.85
H -41.67 -11.26 -4.93
C -42.04 -16.93 -5.55
N -37.25 -11.53 -9.10
C -40.88 -18.61 -7.22
C -34.52 -15.10 -1.40
H -40.81 -7.17 -5.06
H -37.25 -11.34 -6.93
H -39.02 -13.58 -11.98
C -39.01 -13.49 1.63
H -38.50 -8.50 -3.64
H -39.12 -10.83 -3.23
C -43.20 -11.95 -3.15
H -42.99 -16.39 -5.49
C -36.43 -19.24 -0.53
H -36.52 -7.66 -2.34
H -31.64 -15.39 0.08
H -39.53 -22.91 -2.34
H -44.18 -11.55 -3.36
C -36.51 -18.30 -2.61
H -38.62 -8.44 -5.69
H -42.83 -13.75 -4.49
H -37.55 -12.48 -9.25
C -39.93 -10.30 -5.60
C -39.38 -19.77 -3.96
C -40.72 -8.24 -5.22
H -42.70 -8.97 -4.45
C -38.74 -15.55 -3.37
H -36.56 -8.45 -10.08
C -42.52 -13.05 -3.72
C -33.45 -16.65 -0.20
C -37.05 -10.88 -7.89
C -36.88 -14.07 -11.45
N -41.17 -10.39 -5.08
C -39.77 -17.66 -7.48
H -40.57 -13.71 -3.36
H -42.90 -18.70 -6.64
C -38.08 -13.68 -4.44
H -40.61 -19.27 -6.40
C -36.37 -14.80 -10.34
H -39.19 -16.31 -2.75
C -38.27 -13.96 -11.29
H -38.12 -13.81 -2.20
N -38.93 -18.91 -4.57
H -35.40 -15.15 -10.03
H -39.35 -11.20 -5.73
C -39.93 -20.88 -3.17
H -34.63 -18.89 -3.19
N -35.32 -18.94 -2.45
C -36.42 -9.83 -1.65
H -39.43 -14.75 -9.41
C -41.73 -9.16 -4.89
C -39.47 -14.36 0.57
H -36.32 -8.89 -7.41
H -41.83 -12.54 1.22
H -42.50 -17.24 -7.56
H -34.31 -19.84 -0.89
H -37.45 -21.46 -2.09
H -32.88 -13.66 -1.44
H -37.38 -15.76 -8.71
H -39.39 -11.50 2.54
C -41.26 -12.37 2.14
H -40.95 -21.08 -3.51
C -39.57 -8.95 -5.60
C -42.35 -11.36 -2.14
C -37.15 -10.55 -10.05
N -37.38 -15.10 -9.48
H -37.30 -10.75 -11.10
N -37.97 -9.06 -2.99
C -41.16 -12.05 -2.21
H -35.38 -14.69 -1.92
H -35.35 -17.01 -0.96
H -41.20 -16.30 -5.82
C -38.54 -14.53 -9.98
C -37.28 -10.89 -1.85
H -39.79 -11.64 0.82
H -36.75 -17.78 -3.52
C -37.25 -18.49 -1.40
H -37.93 -13.30 1.59
H -38.26 -18.14 -1.27
H -39.23 -14.03 2.55
C -35.27 -19.49 -1.24
C -38.40 -14.67 -5.36
H -39.46 -22.71 -4.10
H -37.24 -22.99 -3.01
H -42.66 -10.56 -1.49
H -37.64 -12.70 -4.53
H -41.36 -13.25 2.78
N -39.88 -15.06 -0.24
H -35.53 -9.88 -1.04
H -36.26 -13.80 -12.29
N -38.89 -17.00 -7.71
```

Output
Charge = -1
Total energy = -63004.2824 eV
Expectation value of S² = 0.750
Spin multiplicity = 2

Löwdin atomic charge list, values in e, 99 entries: -0.14, -0.15, 0.09, 0.04, -0.30, 0.06, 0.09, -0.25, -0.16, 0.08, 0.03, 0.09, -0.11, -0.14, 0.08, -0.29, 0.09, 0.05, -0.13, -0.13, 0.07, -0.13, 0.09, 0.06, 0.02, 0.10, -0.13, 0.05, -0.25, -0.13, 0.08, 0.09, 0.08, -0.18, 0.10, 0.07, -0.12, 0.05, -0.12, 0.10, 0.09, 0.08, 0.08, -0.14, 0.09, 0.10, 0.09, -0.14, -0.22, -0.13, 0.10, -0.15, 0.09, -0.12, -0.11, -0.12, -0.13, 0.02, -0.22, 0.11, 0.06, -0.12, 0.05, -0.15, 0.09, -0.10, 0.06, 0.18, 0.10, 0.09, -0.31, 0.16, 0.01, -0.14, 0.09, -0.11, -0.23, 0.09, 0.07, 0.09, 0.11, 0.05, 0.09, 0.08, 0.11, -0.11, 0.03, -0.14, -0.11, -0.17, 0.00, 0.10, 0.02, -0.16, 0.10, 0.09, 0.04, -0.14, -0.12

---

Here is C4H6O2 in the gas phase from the Open Molecules 2025 dataset. Energies are from the ωB97M-V functional and the def2-TZVPD basis.

XYZ file:
```
12
C4H6O2 the ωB97M-V functional and the def2-TZVPD basis
C 1.56 0.35 -0.68
H 0.09 -1.36 0.61
H 2.21 1.20 -0.86
C -0.45 -0.41 0.71
H -2.37 0.38 -0.09
H 1.10 0.06 -1.62
O -2.10 -1.57 -0.60
H -0.64 -0.18 1.76
H 2.10 -0.52 -0.31
C -1.76 -0.54 -0.05
O -0.03 1.89 0.23
C 0.37 0.75 0.16
```

Output
Charge = 0
Total energy = -8339.6342 eV
Relative energy (zero: lowest compared OMol25 entry of this formula, charge and spin) = 79.8 kJ/mol
SMILES = CC(=O)CC=O
Spin multiplicity = 1

Want to see where the charge sits? The Löwdin charges in e are: -0.01, 0.12, 0.09, -0.09, 0.13, 0.10, 0.06, 0.13, 0.09, -0.24, 0.08, -0.46

---

Here is 3 unconnected molecules or ions with the total composition C17H24FN3O6S at a distorted geometry from the Open Molecules 2025 dataset. Energies are from the ωB97M-V functional and the def2-TZVPD basis.

XYZ file:
```
52
C17H24FN3O6S the ωB97M-V functional and the def2-TZVPD basis
O 2.36 -2.23 0.32
S 1.30 -0.98 0.82
H 2.51 4.33 5.14
O 2.78 -6.03 -2.82
O 0.67 -4.04 0.44
H -3.57 -0.08 2.26
H -1.94 1.23 0.22
O 2.18 0.25 1.23
H -1.43 -2.05 -0.32
C -2.29 0.09 0.26
C 0.95 -2.77 -1.82
H -1.24 1.57 -2.60
O 0.49 -1.47 2.05
H 0.44 -0.82 -2.99
C -2.82 2.91 -3.45
H -3.36 0.08 -0.26
H 1.17 1.76 2.09
C -2.47 4.50 -1.90
C -1.82 2.48 -2.61
H 0.34 0.72 -0.74
H -2.46 5.38 -1.27
H -1.69 0.00 2.52
C 0.33 3.58 2.78
N -1.62 3.46 -1.67
C 0.27 -0.44 -0.65
H 3.01 2.03 3.78
H -1.70 -0.84 -1.73
H 3.47 -3.76 -1.71
O 0.58 -5.61 1.83
C 0.98 -1.14 -1.99
H -3.22 2.36 -4.30
H 3.60 -4.58 -0.01
N 1.22 2.54 2.73
H 0.23 5.35 4.07
C -3.24 4.19 -3.00
H -0.18 -3.14 -1.91
C -2.55 -0.43 1.81
C 2.85 -4.36 -0.90
H -2.40 -1.62 1.84
H 2.10 -0.76 -2.04
C 1.92 3.91 4.34
H -0.52 3.61 2.11
C 1.66 -3.30 -0.40
H 1.50 -3.24 -2.77
C -1.30 -0.91 -0.61
F 1.25 -6.63 -1.02
C 2.27 -5.71 -1.62
H -4.01 4.81 -3.44
C 2.20 2.74 3.67
N 1.35 -4.77 1.38
H -0.94 3.41 -0.91
C 0.74 4.44 3.78
```

Output
Charge = 0
Total energy = -48316.2373 eV
SMILES = CCC[C@@H]1CC[C@](CC(=O)F)(ON=O)OS1(=O)=O.c1cc[nH]c1.c1cc[nH]c1
Spin multiplicity = 1

Want to see where the charge sits? The Löwdin charges in e are: -0.20, 0.87, 0.09, 0.01, -0.07, 0.08, 0.10, -0.37, 0.13, -0.23, -0.08, 0.09, -0.33, 0.14, -0.11, 0.12, 0.09, -0.13, -0.16, 0.14, 0.11, 0.08, -0.15, 0.00, -0.30, 0.11, 0.13, 0.15, 0.06, -0.15, 0.09, 0.15, 0.01, 0.09, -0.11, 0.14, -0.14, -0.01, 0.09, 0.14, -0.12, 0.09, -0.38, 0.14, -0.19, -0.01, -0.15, 0.09, -0.13, 0.00, 0.14, -0.12

---

Here is a gas-phase ion, C22H24NO2 (charge +1) at a distorted geometry from the Open Molecules 2025 dataset. Energies are from the ωB97M-V functional and the def2-TZVPD basis.

XYZ file:
```
49
C22H24NO2 the ωB97M-V functional and the def2-TZVPD basis
H 7.31 -0.98 2.66
H 7.98 -3.10 3.69
C 4.08 0.02 -1.16
C 5.24 -1.28 2.88
C 5.94 1.28 2.61
C 5.82 2.39 1.82
C 3.69 0.30 1.37
C 7.37 5.78 2.38
C 4.26 -2.27 3.18
C 7.50 -5.06 5.52
C 6.55 -1.65 3.02
C 6.40 4.95 1.53
C 2.24 1.48 -0.13
C 3.48 0.78 -0.05
H 4.20 0.42 3.41
H 3.88 -4.22 4.08
H 3.56 -0.93 -1.34
H 5.07 2.34 0.99
H 5.12 -0.22 -0.92
C 7.40 3.63 3.18
H 8.14 -5.37 4.67
H 0.69 3.02 2.34
O 7.88 4.89 3.45
O 6.17 -4.74 5.06
H 6.86 6.65 2.83
H 2.31 0.67 3.00
H 5.36 5.29 1.65
C 0.46 2.39 1.45
H 7.35 -5.89 6.19
C 6.53 3.56 2.06
H -0.49 1.87 1.68
C 4.85 0.20 2.52
H 6.61 5.05 0.47
C 1.67 1.54 1.15
H 3.19 -2.17 2.92
H 8.44 2.56 4.65
N 2.45 0.79 1.99
C 7.66 2.48 3.87
H 4.11 0.67 -2.03
H 1.79 1.95 -1.01
C 6.95 -2.84 3.67
C 4.62 -3.44 3.84
H 7.23 0.41 4.18
H 7.96 -4.20 6.03
H 3.65 -0.86 1.37
C 5.95 -3.71 4.20
C 6.96 1.32 3.61
H 0.24 2.97 0.53
H 8.23 6.13 1.80
```

Output
Charge = +1
Total energy = -28779.7393 eV
Relative energy (zero: lowest compared OMol25 entry of this formula, charge and spin) = 171.8 kJ/mol
SMILES = COc1ccc([C@@H](c2ccc3c(c2)CCO3)[C@H]2[NH+]=C(C)C=C2C)cc1
Spin multiplicity = 1

Want to see where the charge sits? The Löwdin charges in e are: 0.11, 0.10, -0.02, -0.20, -0.18, 0.00, -0.15, -0.10, -0.04, -0.05, -0.06, -0.11, 0.05, -0.15, 0.14, 0.13, 0.12, 0.12, 0.10, -0.23, 0.10, 0.11, -0.01, -0.08, 0.13, 0.18, 0.12, 0.02, 0.09, -0.13, 0.10, -0.10, 0.12, -0.20, 0.12, 0.14, 0.13, 0.00, 0.10, 0.14, 0.03, 0.00, 0.12, 0.10, 0.18, -0.26, -0.03, 0.10, 0.12